C22H66O22 | ωB97M-V/def2-TZVPD

- Frontier orbital gap: 9.933 eV
- Spin multiplicity: 1
- SMILES: OCCO.OCCO.OCCO.OCCO.OCCO.OCCO.OCCO.OCCO.OCCO.OCCO.OCCO
- HOMO: -9.63 eV
- E: -2532.7862 Ha
- Charge: 0

CARTESIAN COORDINATES (ANGSTROEM)
C: -19.9983 27.5209 -0.6367
C: -18.7050 27.2613 0.1541
O: -18.4776 25.8622 0.3864
O: -21.1858 27.4341 0.1175
H: -20.0899 26.8039 -1.4526
H: -19.9045 28.5170 -1.0694
H: -18.6903 27.7463 1.1301
H: -17.9338 27.7235 -0.4621
H: -19.1964 25.5317 0.9303
H: -21.9728 27.6520 -0.3872
C: -19.8221 22.3910 -7.1537
C: -18.9291 23.4762 -7.8137
O: -19.1191 24.8174 -7.5080
O: -19.8173 22.5264 -5.7655
H: -19.4753 21.3835 -7.3831
H: -20.8360 22.2756 -7.5369
H: -18.9469 23.3647 -8.8979
H: -17.8564 23.3142 -7.7083
H: -18.5710 25.4035 -8.0350
H: -18.9244 22.2433 -5.5552
C: -17.1939 23.3454 -2.1511
C: -15.7547 23.5649 -1.4332
O: -15.4535 22.2913 -0.7625
O: -16.9630 22.2375 -2.9946
H: -17.5659 24.1543 -2.7798
H: -17.9623 23.2747 -1.3813
H: -15.9373 24.4682 -0.8511
H: -15.0123 23.8061 -2.1940
H: -14.6907 22.3450 -0.1821
H: -16.3784 21.6242 -2.5434
C: -27.7353 21.7014 -3.5120
C: -26.2555 21.5463 -3.4606
O: -25.5830 22.7784 -3.1958
O: -28.1971 22.1544 -4.7953
H: -28.0360 22.4161 -2.7459
H: -28.2154 20.7237 -3.4695
H: -25.9311 20.9805 -4.3339
H: -25.9062 20.8577 -2.6912
H: -24.7791 22.6026 -2.7013
H: -27.9378 23.0786 -4.7860
C: -22.7640 19.7220 -3.6760
C: -21.3358 19.9711 -4.1963
O: -20.3107 19.7041 -3.1051
O: -23.0862 20.7494 -2.7224
H: -22.8624 18.7570 -3.1788
H: -23.4386 19.7612 -4.5313
H: -21.3001 21.0528 -4.3257
H: -21.0274 19.4044 -5.0749
H: -20.2273 20.4747 -2.5387
H: -22.5790 20.7320 -1.9075
C: -23.4358 27.7635 -2.6045
C: -22.2672 28.0708 -3.5360
O: -22.3788 29.3394 -4.2059
O: -23.3900 28.2768 -1.3320
H: -23.5577 26.7256 -2.2948
H: -24.3488 28.1805 -3.0296
H: -21.9966 27.3389 -4.2971
H: -21.3637 28.0494 -2.9266
H: -22.6748 30.0038 -3.5793
H: -24.0064 27.8596 -0.7256
C: -18.5404 27.3381 -5.3476
C: -18.2151 26.2166 -4.4269
O: -19.1107 25.0597 -4.5734
O: -17.6090 28.3954 -5.0848
H: -19.5896 27.6326 -5.3218
H: -18.3091 27.1791 -6.4008
H: -18.2570 26.6332 -3.4205
H: -17.2617 25.8123 -4.7669
H: -19.1738 24.6581 -5.4431
H: -18.0384 29.1329 -4.6452
C: -24.2069 18.8164 2.4711
C: -23.4425 19.1961 1.2209
O: -22.6534 20.3179 1.4300
O: -23.5343 17.9620 3.3248
H: -25.0730 18.2441 2.1390
H: -24.5471 19.7587 2.9006
H: -24.1297 19.4785 0.4233
H: -22.9666 18.3567 0.7139
H: -22.2679 20.5523 0.5826
H: -23.1574 17.2129 2.8575
C: -21.0299 23.2102 -1.0780
C: -21.4871 23.4767 -2.5353
O: -21.3001 24.8244 -2.9359
O: -21.2156 21.7775 -0.7572
H: -21.7162 23.8077 -0.4780
H: -19.9669 23.4290 -0.9776
H: -22.5134 23.1134 -2.5884
H: -20.9637 22.9086 -3.3044
H: -20.5942 24.8665 -3.5851
H: -20.3261 21.4964 -0.5302
C: -17.4344 18.9725 1.1036
C: -18.8237 19.3805 0.5131
O: -18.9432 20.5336 -0.2272
O: -17.3679 17.8253 1.9398
H: -17.1492 19.8045 1.7474
H: -16.6634 18.8662 0.3405
H: -19.3228 19.7942 1.3894
H: -19.2725 18.5189 0.0188
H: -18.2395 20.4489 -0.8747
H: -17.9238 17.7894 2.7216
C: -25.2512 24.3685 -0.1942
C: -26.2252 25.3499 -0.8610
O: -25.9383 26.7188 -0.5296
O: -25.6364 23.9577 1.0833
H: -24.2834 24.8675 -0.2442
H: -25.1268 23.5433 -0.8953
H: -27.1858 25.1807 -0.3745
H: -26.2573 25.2440 -1.9454
H: -26.6723 27.2149 -0.8994
H: -24.9883 24.2255 1.7389